(P)
The following is a quantum chemistry calculation of C11H12N2O2 in the gas phase, from the Open Molecules 2025 dataset.

```
27
Properties=species:S:1:pos:R:3:mulliken_charge:R:1
C 3.67386 -0.04890 0.53829 0.39
C -3.01598 0.21578 3.00901 -0.42
C -1.98534 -0.67293 3.30284 -0.50
C -3.08971 0.80766 1.75136 -0.54
C -1.05976 -1.00253 2.34446 -0.35
C -2.14962 0.52071 0.78957 -0.20
C -1.11960 -0.40703 1.06461 0.35
C 2.29511 0.47005 -1.46898 -0.51
C 2.68352 0.67213 -0.07191 -0.72
C 1.04863 -0.48826 -1.70719 0.21
C 0.64635 -0.36816 -3.19052 -0.66
N 4.52906 -0.63986 1.05067 -0.45
N -0.15975 -0.80538 0.22556 -0.65
O -0.07666 -0.12971 -0.96312 0.06
O 0.33409 0.95088 -3.54175 -0.53
H -3.76047 0.44127 3.75608 0.38
H -1.91368 -1.11426 4.28618 0.36
H -3.89022 1.49987 1.53080 0.37
H -0.25349 -1.69171 2.53972 0.45
H -2.18726 0.98602 -0.18251 0.39
H 2.01433 1.41828 -1.93509 0.35
H 3.10954 0.00671 -2.03013 0.42
H 2.10885 1.35200 0.54271 0.37
H 1.34919 -1.51154 -1.45363 0.38
H -0.20954 -1.03192 -3.37139 0.33
H 1.47493 -0.67474 -3.83162 0.41
H -0.39636 1.24558 -2.98399 0.34
```

Summary:
Spin multiplicity = 1
E_HOMO (spin up / spin down) = -0.2968 / -0.3198 Eh

(Q)
The following is a quantum chemistry calculation of C11H12N2O2 in the gas phase, from the Open Molecules 2025 dataset.

```
27
Properties=species:S:1:pos:R:3:mulliken_charge:R:1
N -2.48843 0.63473 -2.70576 -0.61
C -1.80165 0.40068 -1.51799 0.48
C -0.43843 1.05953 -1.57413 -1.43
C 0.24569 0.95126 -0.19442 0.19
C 0.29569 1.81823 0.82658 -0.58
N 1.09655 1.27835 1.88285 0.01
C 1.54127 0.09710 1.49756 -0.58
C 2.47050 -0.71155 2.11345 -0.66
C 2.52686 -1.98768 1.57595 -0.50
C 2.05380 -2.31375 0.34693 -0.76
C 1.08051 -1.38998 -0.42887 -0.54
C 0.87939 -0.16468 0.19090 1.73
C -2.67219 0.54502 -0.08727 0.32
O -3.76864 0.97256 0.05403 -0.56
O -1.95512 -0.09223 0.86438 -0.34
H -3.23940 0.00886 -3.06534 0.24
H -1.74218 0.83272 -3.34622 0.24
H -1.43232 -0.63460 -1.32791 0.17
H -0.35415 2.03035 -2.02740 0.54
H 0.18170 0.47518 -2.34259 0.43
H -0.30460 2.74245 0.92554 0.39
H 1.42896 1.71173 2.76893 0.24
H 2.93057 -0.30575 3.12404 0.21
H 3.11547 -2.65260 2.09086 0.46
H 2.22334 -3.43312 0.15905 0.22
H 0.76168 -1.72615 -1.40626 0.40
H -2.63488 -0.14668 1.60309 0.30
```

Summary:
Spin multiplicity = 1
SMILES = N[C@@H](Cc1c[nH]c2ccccc12)C(=O)O
E_HOMO = -0.2865 Eh

Which of the structures shown above is the most stable? The most stable is (Q).